Arrangement w

Below is a 2-piece molecular cluster, C3H9N2O2 overall, with properties calculated with ωB97M-V with the def2-TZVPD basis set.

Each line ends with the natural charge from an NBO analysis.
Positions of all 16 atoms, in Å:
C: 1.205 -0.134 -0.140  0.50
C: -1.207 -1.115 -0.379  -0.71
C: -0.263 0.009 -0.482  0.47
N: 1.882 0.909 -0.339  -0.66
N: -0.542 1.095 -1.121  -0.64
O: 1.666 -1.278 0.349  -0.63
O: -0.497 0.741 1.573  -0.93
H: -1.160 -1.608 0.590  0.26
H: -0.952 -1.852 -1.148  0.28
H: -2.230 -0.788 -0.553  0.26
H: -0.125 0.356 2.376  0.51
H: 2.868 0.864 -0.114  0.40
H: 0.238 1.752 -1.215  0.46
H: -1.469 1.350 -1.440  0.43
H: 1.020 -1.998 0.374  0.50
H: -0.436 1.699 1.667  0.51

Summary:
LUMO energy: -4.66 eV
E_HOMO: -0.5538 Ha
total charge: +1



Arrangement x

Below is C3H9N2O2 as an isolated structure, with properties calculated with ωB97M-V with the def2-TZVPD basis set.

Each line ends with the natural charge from an NBO analysis.
Positions of all 16 atoms, in Å:
C: -1.284 -1.216 -0.099  0.38
C: 1.484 0.954 -0.288  -0.67
C: 0.947 -0.340 0.378  0.24
N: -3.035 -0.610 -0.180  -0.26
N: -0.496 -0.297 0.228  -0.49
O: 1.441 -1.547 -0.068  -0.70
O: -2.943 0.675 0.233  -0.55
H: -1.101 -2.192 -0.427  0.24
H: 2.476 1.369 0.040  0.27
H: 0.801 1.833 -0.004  0.22
H: 1.514 0.654 -1.394  0.25
H: 1.237 -0.423 1.524  0.20
H: -3.563 -1.278 0.353  0.40
H: -0.989 0.676 0.347  0.45
H: 2.200 -1.788 0.526  0.51
H: -2.774 1.371 -0.407  0.51

Summary:
LUMO energy: -4.50 eV
E_HOMO: -0.5353 Ha
total charge: +1



Arrangement y

Below is an isolated ion of composition C3H9N2O2 and charge +1, with properties calculated with ωB97M-V with the def2-TZVPD basis set.

Each line ends with the natural charge from an NBO analysis.
Positions of all 16 atoms, in Å:
C: -1.663 1.003 -0.011  -0.43
N: -1.243 -0.286 -0.585  -0.53
C: -0.205 -1.011 -0.205  0.70
O: -0.103 -2.234 -0.582  -0.62
C: 1.083 -0.246 0.651  0.25
N: 1.586 0.456 -0.581  -0.91
O: 0.766 0.669 1.582  -0.70
H: -2.701 1.154 -0.315  0.24
H: -1.593 0.983 1.108  0.24
H: -0.974 1.760 -0.334  0.24
H: -2.036 -0.708 -1.240  0.44
H: -0.573 -2.604 -1.363  0.54
H: 1.921 -0.873 1.066  0.21
H: 1.964 1.479 -0.467  0.42
H: 2.298 -0.168 -1.102  0.40
H: 1.473 0.625 2.380  0.53

Summary:
LUMO energy: -3.61 eV
E_HOMO: -0.5070 Ha
total charge: +1
structure (SMILES): C/[NH+]=C(/O)[C@@H](N)O



Q: Which of them is the most stable? A: arrangement w.



Arrangement w

Below is an isolated ion of composition C3H9N2O2 and charge +1, with properties calculated with ωB97M-V with the def2-TZVPD basis set.

Each line ends with the natural charge from an NBO analysis.
Positions of all 16 atoms, in Å:
C: -1.980 -0.076 -1.333  -0.71
C: -0.953 0.221 -0.305  0.70
O: -1.257 0.676 0.828  -0.59
N: 0.292 -0.199 -0.423  -0.09
O: 0.654 -0.777 -1.542  -0.50
C: 1.416 0.166 0.506  -0.07
N: 1.030 0.134 1.886  -0.84
H: -2.113 -1.144 -1.299  0.27
H: -1.340 0.218 -2.251  0.27
H: -2.984 0.423 -1.356  0.29
H: -0.469 0.798 1.438  0.51
H: 1.369 -1.336 -1.407  0.49
H: 1.725 1.147 0.375  0.22
H: 2.211 -0.462 0.127  0.20
H: 1.001 -0.711 2.445  0.42
H: 1.399 0.922 2.312  0.40

Summary:
LUMO energy: -3.39 eV
E_HOMO: -0.5401 Ha
total charge: +1
structure (SMILES): C/C(O)=[N+](\O)CN



Arrangement x

Below is a 3-piece molecular cluster, C3H9N2O2 overall, with properties calculated with ωB97M-V with the def2-TZVPD basis set.

Each line ends with the natural charge from an NBO analysis.
Positions of all 16 atoms, in Å:
C: 1.907 0.454 1.226  -0.05
C: 1.916 -0.709 1.917  -0.05
N: 1.130 -1.591 1.219  -0.46
C: 0.545 -0.966 0.156  0.23
N: 1.015 0.275 0.193  -0.46
H: 2.522 1.342 1.296  0.26
H: 2.530 -0.947 2.778  0.26
H: 0.977 -2.562 1.454  0.45
H: -0.035 -1.272 -0.704  0.26
H: 0.715 1.086 -0.448  0.50
H: -0.707 2.105 -1.971  0.50
H: -1.469 0.924 -1.345  0.52
O: -0.668 1.481 -1.234  -0.99
H: -3.535 -0.649 -1.521  0.50
H: -3.782 0.836 -1.509  0.50
O: -3.059 0.193 -1.507  -0.97

Summary:
LUMO energy: -2.79 eV
E_HOMO: -0.5192 Ha
total charge: +1



Q: Which of them is the most stable? A: arrangement x.



Arrangement w

Below is a 2-piece molecular cluster, C3H9NS2 overall, with properties calculated with ωB97M-V with the def2-TZVPD basis set.

Each line ends with the natural charge from an NBO analysis.
Positions of all 15 atoms, in Å:
C: 1.666 1.803 1.763  -0.39
C: 1.847 0.500 1.892  -0.17
C: 0.817 -0.535 1.571  -0.26
N: 1.368 -1.554 0.649  -0.82
H: 2.438 2.513 2.014  0.20
H: 0.713 2.158 1.397  0.19
H: 2.805 0.118 2.232  0.19
H: 0.420 -0.985 2.483  0.18
H: -0.021 -0.059 1.063  0.19
H: 0.770 -2.374 0.677  0.35
H: 2.256 -1.884 1.016  0.35
S: -0.842 0.657 -1.971  -0.12
S: -1.957 -0.613 -0.775  -0.13
H: -0.618 -0.211 -2.969  0.13
H: -3.156 -0.309 -1.298  0.13

Summary:
LUMO energy: 0.37 eV
E_HOMO: -0.3394 Ha
structure (SMILES): C=CCN.SS



Arrangement x

Below is one molecule with the formula C3H9NS2, with properties calculated with ωB97M-V with the def2-TZVPD basis set.

Each line ends with the natural charge from an NBO analysis.
Positions of all 15 atoms, in Å:
C: 1.136 0.786 -1.809  -0.41
N: 1.473 0.077 -0.599  -0.65
C: 0.587 -0.084 0.581  -0.22
C: -0.944 0.316 0.385  -0.59
S: -2.005 -1.127 0.398  0.10
S: -1.790 -1.971 2.226  -0.14
H: 0.717 1.781 -1.600  0.19
H: 2.021 0.870 -2.432  0.21
H: 0.321 0.281 -2.350  0.16
H: 1.796 -0.878 -0.643  0.37
H: 1.012 0.644 1.299  0.18
H: 0.748 -1.028 1.118  0.20
H: -1.207 0.943 1.222  0.22
H: -0.912 0.874 -0.549  0.24
H: -2.954 -1.485 2.753  0.13

Summary:
LUMO energy: 0.61 eV
E_HOMO: -0.3058 Ha
structure (SMILES): CNCCSS



Arrangement y

Below is a 2-piece molecular cluster, C3H9NS2 overall, with properties calculated with ωB97M-V with the def2-TZVPD basis set.

Each line ends with the natural charge from an NBO analysis.
Positions of all 15 atoms, in Å:
C: 1.352 0.535 -1.006  -0.66
C: 1.187 0.800 0.291  0.06
N: 2.059 0.329 1.275  -0.80
H: 0.388 0.320 -1.442  0.21
H: 2.259 0.847 -1.599  0.24
H: 0.679 1.729 0.534  0.19
H: 2.537 -0.550 1.183  0.39
H: 1.921 0.518 2.255  0.38
C: -1.521 -1.509 -0.515  -0.72
S: -2.620 -0.103 -1.019  0.07
S: -2.653 0.763 0.921  -0.15
H: -2.024 -2.393 -0.631  0.21
H: -0.943 -1.519 -1.394  0.21
H: -0.940 -1.445 0.437  0.25
H: -1.681 1.679 0.710  0.12

Summary:
LUMO energy: 0.33 eV
E_HOMO: -0.2705 Ha
structure (SMILES): C=CN.CSS



Q: Which of them is the most stable? A: arrangement w.



Arrangement w

Below is a 2-piece molecular cluster, C3H4N2 overall, with properties calculated with ωB97M-V with the def2-TZVPD basis set.

Each line ends with the natural charge from an NBO analysis.
Positions of all 9 atoms, in Å:
C: -2.649 -0.146 0.583  0.03
C: 1.457 -0.461 -0.176  -0.37
C: 0.110 0.097 0.299  0.17
N: -2.960 -0.034 -0.522  -0.36
N: 0.890 0.797 -0.433  -0.56
H: 2.268 -0.669 0.506  0.19
H: 1.344 -1.242 -1.027  0.18
H: -1.796 0.006 1.430  0.29
H: 1.336 1.653 -0.662  0.42

Summary:
LUMO energy: 0.76 eV
E_HOMO: -0.3510 Ha



Arrangement x

Below is one molecule with the formula C3H4N2, with properties calculated with ωB97M-V with the def2-TZVPD basis set.

Each line ends with the natural charge from an NBO analysis.
Positions of all 9 atoms, in Å:
C: 0.571 0.356 0.144  0.54
C: 1.210 0.739 1.224  -0.69
N: 0.253 0.256 -1.103  -0.58
N: -1.712 -1.198 -1.173  -0.67
C: -0.847 -0.411 -0.713  0.35
H: -1.698 -1.160 -2.196  0.36
H: -0.712 -0.499 0.516  0.13
H: 2.135 1.285 1.084  0.29
H: 0.801 0.632 2.216  0.27

Summary:
LUMO energy: -0.35 eV
E_HOMO: -0.3232 Ha



Q: Which of them is the most stable? A: arrangement x.



Arrangement w

Below is one molecule with the formula C3H4N2, with properties calculated with ωB97M-V with the def2-TZVPD basis set.

Each line ends with the natural charge from an NBO analysis.
Positions of all 9 atoms, in Å:
N: 2.726 0.025 -0.340  -0.31
C: 1.617 -0.217 -0.033  0.27
C: 0.250 -0.397 0.438  -0.21
C: -0.717 0.640 -0.150  -0.23
N: -0.628 -0.705 -0.643  -0.57
H: 0.072 -0.626 1.572  0.25
H: -0.135 1.418 -0.754  0.21
H: -1.643 1.115 0.385  0.22
H: -1.543 -1.253 -0.475  0.38

Summary:
LUMO energy: 0.69 eV
E_HOMO: -0.3747 Ha
structure (SMILES): N#C[C@H]1CN1



Arrangement x

Below is C3H4N2 as an isolated structure, with properties calculated with ωB97M-V with the def2-TZVPD basis set.

Each line ends with the natural charge from an NBO analysis.
Positions of all 9 atoms, in Å:
C: 0.881 0.513 0.385  0.07
C: 0.533 0.393 -1.041  -0.07
C: -0.947 -0.629 0.587  -0.07
N: 0.178 -0.198 1.206  -0.38
N: -0.588 -0.151 -1.220  -0.36
H: 1.629 1.158 0.664  0.18
H: 1.231 0.703 -1.933  0.21
H: -1.197 -1.771 0.619  0.22
H: -1.719 -0.019 0.734  0.20

Summary:
LUMO energy: 0.20 eV
E_HOMO: -0.3504 Ha



Q: Which of them is the most stable? A: arrangement w.



Arrangement w

Below is an isolated ion of composition CH2F2N2OP and charge +1, with properties calculated with ωB97M-V with the def2-TZVPD basis set.

Each line ends with the natural charge from an NBO analysis.
Positions of all 9 atoms, in Å:
F: 2.927 0.472 1.133  -0.28
C: 2.719 0.200 -0.119  0.78
F: 3.448 1.066 -0.785  -0.26
O: 1.287 0.463 -0.391  -0.23
N: 0.701 1.048 0.519  0.37
N: -1.017 0.802 0.423  -0.67
P: -2.274 1.533 -0.066  1.04
H: 2.803 -0.945 -0.241  0.20
H: -3.089 0.498 0.589  0.04

Summary:
LUMO energy (alpha / beta): -7.53 / -6.54 eV
E_HOMO (alpha / beta): -0.5557 / -0.5633 Ha
total charge: +1
structure (SMILES): FC(F)ON=[N+]=P



Arrangement x

Below is an isolated ion of composition CH2F2N2OP and charge +1, with properties calculated with ωB97M-V with the def2-TZVPD basis set.

Each line ends with the natural charge from an NBO analysis.
Positions of all 9 atoms, in Å:
F: 2.292 0.232 0.324  -0.29
C: 1.255 0.523 1.057  0.78
F: 1.267 -0.246 2.114  -0.28
O: 0.030 0.357 0.372  -0.31
N: -0.059 -0.663 -0.477  0.30
N: -1.196 -0.916 -0.813  -0.45
P: -2.662 -0.956 -1.370  1.07
H: 1.348 1.635 1.121  0.17
H: -2.275 0.033 -2.327  0.00

Summary:
LUMO energy: -7.18 eV
E_HOMO: -0.6195 Ha
total charge: +1
structure (SMILES): FC(F)ON=[N+]=P



Q: Which of them is the most stable? A: arrangement x.